No. 1
The following is a quantum chemistry calculation of 2 unconnected molecules or ions with the total composition C3H5O3 at a distorted geometry, from OMol25.

HOMO-LUMO gap (spin up / spin down) = 10.60 / 5.72 eV
total energy = -342.9295 Ha
multiplicity = 2

```
11
C3H5O3 ωB97M-V/def2-TZVPD
O -0.37710 2.02668 -1.27183
C 0.24169 1.09049 -0.84529
C 0.52232 -0.19710 -1.56673
H 0.58668 1.06430 0.20983
H -0.07779 -0.96251 -1.06463
H 1.57053 -0.48593 -1.51254
H 0.16371 -0.16943 -2.59326
O -1.38903 -1.16922 1.32862
C -0.68411 -0.54731 2.10460
O -0.24139 0.58635 2.27318
H -0.31551 -1.23633 2.93806
```

---

No. 2
The following is a quantum chemistry calculation of 2 unconnected molecules or ions with the total composition C3H5O3 at a distorted geometry, from OMol25.

charge = +1
HOMO-LUMO gap = 9.45 eV
total energy = -342.6522 Ha

```
11
C3H5O3 ωB97M-V/def2-TZVPD
C -1.88616 -0.49354 -0.77599
C 1.27438 -0.22201 2.55483
C 2.01354 0.16087 1.44904
O 0.57984 -0.69761 3.27870
O 1.31087 -0.73117 0.63329
O -1.02305 0.14391 -0.25411
H -2.80611 -0.00866 -1.04418
H -1.74910 -1.61953 -0.60823
H 3.12109 -0.14606 1.41380
H 1.83888 1.25092 1.11146
H 0.55105 -0.40023 0.09107
```

---

No. 3
The following is a quantum chemistry calculation of a molecular structure, C3H5O3Sn at a distorted geometry, from OMol25.

charge = +1
HOMO-LUMO gap = 9.03 eV
total energy = -557.0235 Ha

```
12
C3H5O3Sn ωB97M-V/def2-TZVPD
Sn -0.68960 0.93213 1.84999
O -1.68102 1.95150 0.33194
O 0.19243 1.02883 -0.25155
C 0.72731 -0.27017 -0.64740
C 0.60033 -1.17355 0.58605
O -0.54050 -0.81806 1.30222
C -1.07079 1.32865 -0.53977
H 0.07931 -0.65553 -1.44496
H 1.75136 -0.14293 -1.01122
H 1.54108 -1.12590 1.16476
H 0.53445 -2.21379 0.22040
H -1.44436 1.15884 -1.56045
```

---

No. 4
The following is a quantum chemistry calculation of a molecular structure, C3H5O4Tb at a distorted geometry, from OMol25.

charge = +1
HOMO-LUMO gap (spin up / spin down) = 9.59 / 7.51 eV
total energy = -1242.4851 Ha
multiplicity = 8

```
13
C3H5O4Tb ωB97M-V/def2-TZVPD
O 0.22452 0.69151 0.99727
C -0.68079 0.69469 0.02440
C 0.70800 -0.64168 1.20938
O -1.39619 1.68333 -0.19305
O -1.09046 -0.53904 -0.26444
C -0.31428 -1.50307 0.45974
Tb -0.87629 2.99512 -2.21003
H 0.73202 -0.83194 2.28675
H 1.71796 -0.71629 0.78937
H -0.98414 -2.05342 1.12985
H 0.14564 -2.17890 -0.26829
O 0.83618 1.63829 -1.80166
H 0.97784 0.76140 -2.15931
```

---

No. 5
The following is a quantum chemistry calculation of a molecular structure, C3H5O4Tl at a distorted geometry, from OMol25.

charge = +1
HOMO-LUMO gap (spin up / spin down) = 10.87 / 6.92 eV
total energy = -590.4125 Ha
multiplicity = 2

```
13
C3H5O4Tl ωB97M-V/def2-TZVPD
C -1.69857 -0.19594 1.74914
O -0.61354 0.36005 1.04083
C -0.14830 -0.40095 -0.10147
O 0.57706 0.46907 -0.84390
Tl 0.33519 2.16852 0.14292
H -1.91762 0.46130 2.59729
H -2.58884 -0.26609 1.10414
H -1.44002 -1.19849 2.12380
H -1.04551 -0.76338 -0.64499
H 0.44107 -1.25825 0.28284
O 2.95547 1.32607 -2.30276
C 2.57441 0.21742 -2.44761
O 2.56919 -0.91933 -2.70022
```

---

No. 6
The following is a quantum chemistry calculation of a gas-phase ion, C3H5O6P (charge -2) at a distorted geometry, from OMol25.

charge = -2
HOMO-LUMO gap = 7.23 eV
total energy = -910.1717 Ha

```
15
C3H5O6P ωB97M-V/def2-TZVPD
O 2.68495 1.27280 -0.42277
C 1.45119 1.43280 -0.46463
O 0.79989 2.37564 -0.03650
C 0.75345 0.31006 -1.30067
O 1.72862 -0.23827 -2.27511
P -0.19740 -1.24978 -0.28316
O -1.46457 -1.62130 -0.95543
O 0.71256 -2.29655 0.29303
C -0.73552 -0.17843 1.15643
O -2.08526 -0.42698 1.31093
H -0.08460 0.72710 -1.86641
H 2.57270 -0.00990 -1.78442
H -0.00282 -0.40605 1.97344
H -0.54096 0.89513 0.94446
H -2.22211 -0.79340 0.30592
```

---

No. 7
The following is a quantum chemistry calculation of C3H5OP in the gas phase at a distorted geometry, from OMol25.

HOMO-LUMO gap (spin up / spin down) = 7.04 / 7.18 eV
total energy = -533.7291 Ha

```
10
C3H5OP ωB97M-V/def2-TZVPD
C -2.25375 0.87969 0.09933
C 0.93311 0.65751 0.16160
C 1.88940 -0.38913 -0.11762
O -0.86734 -1.46391 -0.07247
P -0.78767 0.00247 0.00736
H -2.25472 1.94682 0.16058
H -3.16780 0.31529 0.07272
H 1.53163 -1.28164 -0.63850
H 2.79113 0.02421 -0.57111
H 2.18600 -0.69132 0.89811
```

---

No. 8
The following is a quantum chemistry calculation of 2 unconnected molecules or ions with the total composition C3H5P at a distorted geometry, from OMol25.

HOMO-LUMO gap = 10.10 eV
total energy = -458.5296 Ha

```
9
C3H5P ωB97M-V/def2-TZVPD
C -2.16303 0.93582 -0.29526
P -2.82002 -0.43261 0.04229
H -2.01395 2.01211 -0.31643
C 1.17894 -0.92382 -0.29950
C 1.11277 0.10145 0.49209
H 1.36820 -2.00189 0.11774
H 0.98327 -0.75608 -1.28494
H 1.36374 -0.09395 1.47176
H 0.99009 1.15896 0.07225
```

---

No. 9
The following is a quantum chemistry calculation of 2 unconnected molecules or ions with the total composition C3H5P at a distorted geometry, from OMol25.

HOMO-LUMO gap (spin up / spin down) = 7.81 / 8.40 eV
total energy = -458.4446 Ha

```
9
C3H5P ωB97M-V/def2-TZVPD
C -0.22890 2.02426 1.38824
C -0.34377 0.92198 0.85738
C 0.36984 -0.78391 -1.19387
P -1.20357 -0.36691 -0.07812
H 0.21139 2.94185 1.68026
H 0.28340 -0.36976 -2.26265
H 0.67062 -1.81120 -1.18025
H 1.01282 -0.19905 -0.58910
H -0.77184 -2.35725 1.37811
```

---

No. 10
The following is a quantum chemistry calculation of a molecular structure, C3H5P3 at a distorted geometry, from OMol25.

HOMO-LUMO gap = 8.15 eV
total energy = -1141.2211 Ha

```
11
C3H5P3 ωB97M-V/def2-TZVPD
C -0.27380 0.05754 -0.35303
C -0.37988 -0.62865 2.12548
C 0.77908 -0.07803 -1.48769
P -1.58380 -1.69295 1.66985
P 0.32782 -1.33524 0.57756
P -1.31143 1.21343 0.27985
H -0.20205 0.26113 2.68925
H 0.93735 0.78807 -2.18897
H 0.82676 -0.98739 -1.92395
H 1.70747 0.00703 -0.97987
H -0.82753 2.39507 -0.40848
```

---

No. 11
The following is a quantum chemistry calculation of C3H5PS in the gas phase at a distorted geometry, from OMol25.

HOMO-LUMO gap = 7.97 eV
total energy = -856.7364 Ha

```
10
C3H5PS ωB97M-V/def2-TZVPD
P -1.74851 -0.70446 -0.31827
C -0.36728 0.44724 -0.19039
C 0.94439 0.01283 -0.23738
C 2.42368 0.65408 -0.34815
S 3.66297 -0.40644 -0.29415
H -2.52713 -0.47624 0.77150
H -1.42159 -1.81149 0.41067
H -0.52726 1.56008 -0.03004
H 1.13991 -1.06186 -0.47252
H 2.39305 1.67232 -0.13203
```

---

No. 12
The following is a quantum chemistry calculation of C3H6 in the gas phase at a distorted geometry, from OMol25.

HOMO-LUMO gap = 11.21 eV
total energy = -117.8188 Ha

```
9
C3H6 ωB97M-V/def2-TZVPD
C 1.04969 -0.24796 -1.07097
C -0.12549 -0.54182 -0.52296
C -0.66356 0.46954 0.84442
H 1.53516 -0.89873 -1.73029
H 1.63435 0.51111 -0.43608
H -0.83018 -1.20762 -1.00417
H -0.67514 1.50232 0.46361
H -0.01417 0.23661 1.50718
H -1.67878 0.07586 1.03958
```

---

No. 13
The following is a quantum chemistry calculation of 2 unconnected molecules or ions with the total composition C3H6 at a distorted geometry, from OMol25.

HOMO-LUMO gap (spin up / spin down) = 9.20 / 9.06 eV
total energy = -117.7118 Ha

```
9
C3H6 ωB97M-V/def2-TZVPD
C 0.24708 -1.13423 1.52978
C 0.81695 -0.13974 0.93562
C -0.60408 0.96573 -1.44395
H 0.59123 -1.53003 2.48893
H -0.60225 -1.65874 1.11812
H 1.61568 0.54044 1.11424
H 0.22890 0.75840 -2.08080
H -0.69574 1.92674 -0.98702
H -1.40465 0.26308 -1.38271
```

---

No. 14
The following is a quantum chemistry calculation of C3H6 in the gas phase at a distorted geometry, from OMol25.

HOMO-LUMO gap = 10.67 eV
total energy = -117.8517 Ha

```
9
C3H6 ωB97M-V/def2-TZVPD
C 1.38610 -0.21942 0.26276
C 0.25478 0.36223 -0.28151
C -1.10815 -0.04516 -0.01769
H 2.32807 0.14055 -0.03028
H 1.42357 -0.99983 1.06320
H 0.38284 1.07547 -1.23224
H -1.58736 -0.37608 -0.87821
H -1.81313 0.73361 0.26563
H -1.26672 -0.67138 0.84834
```

---

No. 15
The following is a quantum chemistry calculation of 2 unconnected molecules or ions with the total composition C3H6, from OMol25.

HOMO-LUMO gap = 10.57 eV
total energy = -117.7493 Ha

```
9
C3H6 ωB97M-V/def2-TZVPD
C -2.43991 0.35466 -0.09320
C -2.06907 -0.87162 -0.02381
C 1.46634 -0.30395 -0.02368
H -3.37857 0.75531 0.25598
H -1.78068 1.09151 -0.53342
H 1.19453 -0.71429 0.93724
H 1.53518 0.77476 0.05036
H 0.71484 -0.57231 -0.75238
H 2.42799 -0.69802 -0.32876
```

---

No. 16
The following is a quantum chemistry calculation of a molecular structure, C3H6AgClO3P at a distorted geometry, from OMol25.

charge = +1
HOMO-LUMO gap = 5.35 eV
total energy = -1291.7079 Ha

```
15
C3H6AgClO3P ωB97M-V/def2-TZVPD
C 0.80804 -1.56649 0.15450
P 0.41044 0.28408 0.11384
C 1.95311 1.36214 -0.02836
O -0.64077 0.77582 1.40925
C -1.95143 0.87129 0.81319
O -2.92864 0.83216 1.59902
O -2.17734 0.97909 -0.60399
Cl -3.13273 -0.33077 -1.12037
H 1.90156 -1.83197 0.35430
H 0.16694 -2.18360 0.87822
H 0.56509 -1.97512 -0.90445
H 2.92403 0.88224 0.33570
H 1.84033 2.36925 0.52356
H 2.07460 1.62479 -1.14968
Ag -1.81320 -2.09289 -2.37473
```

---

No. 17
The following is a quantum chemistry calculation of a molecular structure, C3H6AlF2NO7S2 at a distorted geometry, from OMol25.

charge = +3
HOMO-LUMO gap (spin up / spin down) = 5.60 / 4.37 eV
total energy = -1936.2229 Ha
multiplicity = 2

```
22
C3H6AlF2NO7S2 ωB97M-V/def2-TZVPD
Al 8.51530 -12.13151 5.25241
N 10.78161 -13.78815 4.93985
S 10.86822 -15.09608 4.10052
O 11.23981 -16.32022 4.69796
O 11.05532 -14.87111 2.69498
F 9.26524 -15.29428 4.02592
S 12.43272 -13.68844 5.05647
O 13.12998 -13.30108 3.83712
O 13.08621 -14.63108 5.99578
F 12.44490 -12.34364 5.95000
C 10.39080 -10.53796 9.78633
O 10.89826 -11.81780 9.72684
C 10.45868 -12.71648 8.77896
O 9.75518 -12.54438 7.84418
O 11.10482 -13.90449 9.10422
C 10.79618 -15.12582 8.42661
H 10.16500 -10.23387 10.80841
H 9.37721 -10.40167 9.40927
H 11.00198 -9.80765 9.25605
H 10.97541 -15.01890 7.35677
H 9.78256 -15.48855 8.59724
H 11.43190 -15.94958 8.75123
```

---

No. 18
The following is a quantum chemistry calculation of a molecular structure, C3H6As2F12O3Rb at a distorted geometry, from OMol25.

charge = -1
HOMO-LUMO gap = 10.01 eV
total energy = -6038.0090 Ha

```
27
C3H6As2F12O3Rb ωB97M-V/def2-TZVPD
Rb 17.45214 0.86059 9.57095
As 14.41797 1.28692 5.95599
F 14.32155 2.43430 7.32268
F 12.64785 0.89948 6.00406
F 14.70130 0.19019 4.56811
F 16.24590 1.54823 5.93459
F 14.79222 0.06627 7.16551
F 14.02380 2.66064 4.85285
As 17.44769 -4.70562 11.93902
F 18.26715 -3.97502 13.38605
F 17.95588 -6.26402 12.68613
F 16.79357 -5.62671 10.48474
F 16.95056 -3.14989 11.11105
F 19.08566 -4.66839 11.11776
F 15.96082 -4.73724 12.81240
C 18.07411 7.17127 9.92644
O 19.29914 6.79886 10.58960
C 19.64597 5.50392 10.65118
O 19.03580 4.52286 10.21174
O 20.79696 5.36241 11.21297
C 21.42177 4.04925 11.13168
H 17.33747 7.06870 10.72328
H 17.89939 6.55693 9.04318
H 18.13115 8.25055 9.78494
H 20.93443 3.23719 11.67127
H 22.37399 4.35103 11.56792
H 21.56598 3.63773 10.13270
```

---

No. 19
The following is a quantum chemistry calculation of C3H6BNO2 in the gas phase at a distorted geometry, from OMol25.

HOMO-LUMO gap (spin up / spin down) = 9.76 / 8.55 eV
total energy = -347.9575 Ha

```
13
C3H6BNO2 ωB97M-V/def2-TZVPD
B -1.37991 0.13498 0.02674
C 1.06620 0.00146 -0.11331
C -1.60155 -1.44537 -0.13859
C 2.32100 0.91561 0.04980
N 1.06654 -1.24386 -0.17720
O -0.09771 0.71518 -0.09750
O -2.39926 0.95924 0.14886
H -1.63401 -2.07405 0.72055
H -2.03739 -1.92687 -0.94083
H 3.01179 0.55729 0.86684
H 1.91846 1.94329 0.24167
H 2.88294 0.96018 -0.98963
H -3.11709 0.50291 0.40259
```